No. 1
The following is a DFT calculation (the ωB97M-V functional and the def2-TZVPD basis) of a structure of composition C21H43CrN5O6P2.

- net charge = +2
- energy above the lowest of the compared OMol25 structures with the same formula, charge and spin (kcal per mole) = 0.00
- gap between HOMO and LUMO (alpha / beta) (eV) = 8.633 / 8.512
- 2S+1 = 5
- total energy (Ha) = -3278.11917

Cartesian coordinates (Å):
Cr: -0.172561 0.215663 -0.150393
C: -5.639863 -0.785270 -3.386630
C: -5.235893 -0.442193 -1.975183
C: -5.695496 0.919498 -1.522661
O: -3.746307 -0.436084 -1.930172
P: -2.894647 -1.295936 -0.963742
O: -1.440166 -0.965035 -1.164258
C: -3.392895 -0.854302 0.717719
P: -2.181448 -1.101296 2.016922
O: -0.777415 -0.739100 1.564133
O: -2.339472 -2.595553 2.397302
C: -1.371394 -3.313109 3.286655
C: -0.316574 -3.953268 2.420941
C: -2.171499 -4.308150 4.085027
O: -2.511279 -0.153969 3.203275
C: -3.774589 0.089664 3.958542
C: -4.582684 1.148683 3.248797
C: -4.532594 -1.184674 4.225788
O: -3.255426 -2.790264 -1.081515
C: -2.648981 -3.830985 -1.979078
C: -1.458468 -4.413645 -1.266726
C: -2.347482 -3.268398 -3.344640
H: -6.723570 -0.715283 -3.481653
H: -5.344024 -1.797691 -3.649721
H: -5.188934 -0.086671 -4.090182
H: -5.581567 -1.218857 -1.286335
H: -5.340737 1.691373 -2.204425
H: -5.345405 1.158629 -0.518209
H: -6.785217 0.945359 -1.512113
H: -4.293634 -1.413545 0.984759
H: -3.633388 0.212368 0.708030
H: -0.931292 -2.555556 3.941113
H: -0.738328 -4.775292 1.845599
H: 0.467371 -4.360875 3.060313
H: 0.132095 -3.235493 1.736888
H: -2.736111 -4.962008 3.421016
H: -2.861076 -3.831411 4.775664
H: -1.486690 -4.927161 4.664982
H: -3.390084 0.487747 4.896845
H: -5.138117 0.743328 2.402172
H: -3.953344 1.970303 2.909927
H: -5.314115 1.557413 3.946022
H: -4.903377 -1.650975 3.311280
H: -5.400681 -0.940825 4.839036
H: -3.929711 -1.906542 4.768801
H: -3.453863 -4.562318 -2.037313
H: -0.667562 -3.671172 -1.155274
H: -1.063277 -5.245144 -1.851572
H: -1.741947 -4.792378 -0.288103
H: -1.577808 -2.497313 -3.306292
H: -3.234844 -2.863994 -3.824916
H: -1.970946 -4.077288 -3.972405
C: 3.473563 0.856998 2.393933
C: 2.311303 0.237554 1.593467
N: 1.407527 1.286617 1.068852
C: 0.793140 2.007410 2.205596
C: 1.875262 2.552869 3.158784
N: 3.212018 2.329937 2.512030
C: 3.244642 2.974131 1.149962
C: 2.215539 2.248582 0.275151
H: 4.437087 0.743856 1.899806
H: 3.543033 0.460323 3.405560
H: 1.718334 -0.439872 2.207586
H: 2.708924 -0.323098 0.747167
H: 0.125480 1.323820 2.728692
H: 0.199937 2.825046 1.796299
H: 1.895657 2.033251 4.115909
H: 1.777794 3.622122 3.337398
H: 3.937955 2.750295 3.091761
H: 4.257471 2.882177 0.761374
H: 3.017600 4.029377 1.290028
H: 2.718347 1.704023 -0.516157
H: 1.546647 2.967040 -0.187685
N: 0.378566 1.246947 -1.733966
C: 1.175368 1.723809 -2.451122
N: 2.097693 2.227484 -3.154238
C: 3.035368 2.817777 -2.415727
N: 3.806594 3.310585 -1.708679

Atoms 1-3, force components in eV/Å:
Cr -0.1 -0.3 0.2
C 0.0 0.0 0.0
C 0.2 -0.1 0.0

Mulliken atomic charge list, values in e, 6 entries:
1 Cr 0.29
2 C -1.48
3 C 0.77
4 C -1.24
5 O -0.28
6 P 1.05

No. 2
The following is a DFT calculation (the ωB97M-V functional and the def2-TZVPD basis) of the ion C5H9N2S2 with charge +1.

- net charge = +1
- energy above the lowest of the compared OMol25 structures with the same formula, charge and spin (kcal per mole) = 95.09
- gap between HOMO and LUMO (eV) = 7.938
- total energy (Ha) = -1101.43299

Cartesian coordinates (Å):
C: -0.267246 -1.078124 0.691072
C: -2.221363 -0.278961 -0.132777
C: 2.205283 0.132477 0.316807
C: -3.658272 -0.586489 -0.284893
C: 3.052813 1.319368 0.079944
N: -1.456394 -1.341236 0.355120
N: -1.500602 0.792500 -0.006299
S: 0.393589 0.607946 0.461166
S: 2.703847 -1.338364 -0.422462
H: 0.482603 -1.630821 1.132423
H: -3.853358 -1.038293 0.640783
H: -3.798045 -1.524204 -0.983673
H: -4.133178 0.342797 -0.640788
H: 4.034854 1.249943 0.456919
H: 2.771283 2.082678 0.712447
H: 3.126931 1.596563 -1.066515
H: -1.870891 1.673450 -0.383134
H: 3.988153 -0.981223 -0.926141

Atoms 1-3, force components in eV/Å:
C -0.7 2.7 -1.5
C 2.3 0.2 1.8
C -0.2 -1.0 -1.8

Mulliken atomic charge list, values in e, 6 entries:
1 C -0.27
2 C 0.57
3 C 0.47
4 C -0.94
5 C -1.49
6 N -0.47

No. 3
The following is a DFT calculation (the ωB97M-V functional and the def2-TZVPD basis) of a cluster of 7 separate species, C33H55N9O in total.

- net charge = 0
- gap between HOMO and LUMO (eV) = 9.541
- structure (SMILES) = CC[C@@](C#N)(CC#N)N(C)C(C)=O.CCCC#N.CCCC#N.CCCC#N.CCCC#N.CCCC#N.CCCC#N
- total energy (Ha) = -1858.37585

Cartesian coordinates (Å):
C: 2.143234 2.762929 3.431391
C: 0.643828 2.607845 3.867475
C: -0.050034 1.298783 3.339464
C: 0.703445 0.807166 2.108850
N: 1.224229 0.430355 1.187269
C: 0.111998 0.192295 4.462062
C: 1.360585 -0.612518 4.251838
N: 2.322675 -1.183765 4.251706
N: -1.447389 1.446637 2.942705
C: -1.627368 2.291221 1.746695
C: -2.305755 1.839099 4.037119
C: -3.319446 0.771402 4.539012
O: -2.323670 2.909509 4.548000
H: 2.605415 3.451598 4.167335
H: 2.713994 1.819995 3.510251
H: 2.210346 3.213161 2.429583
H: 0.120351 3.536890 3.584046
H: 0.659066 2.605630 4.974839
H: 0.078421 0.632347 5.473083
H: -0.759671 -0.482558 4.389009
H: -2.603232 2.807936 1.783849
H: -1.656733 1.695589 0.823539
H: -0.836634 3.064354 1.625740
H: -3.577616 0.135303 3.670810
H: -4.220229 1.274806 4.926487
H: -2.870061 0.113237 5.305343
C: 1.603206 -4.667559 0.755124
C: 1.534733 -3.995346 -0.613184
C: 1.110591 -2.526936 -0.560017
C: -0.265700 -2.357165 -0.089066
N: -1.339362 -2.209022 0.293037
H: 0.621089 -4.710072 1.231489
H: 1.966386 -5.691923 0.653435
H: 2.283998 -4.132364 1.420960
H: 0.853380 -4.561933 -1.253848
H: 2.515163 -4.040492 -1.071147
H: 1.195109 -2.100930 -1.562309
H: 1.789861 -1.961369 0.081740
C: -4.478101 -3.817756 -0.588633
C: -5.574434 -4.499696 0.221451
C: -6.463089 -3.509414 0.980632
C: -5.734549 -2.783428 2.023176
N: -5.162400 -2.211268 2.838440
H: -3.778742 -3.282738 0.056069
H: -3.908150 -4.558989 -1.150866
H: -4.902466 -3.106395 -1.301170
H: -5.121706 -5.209905 0.917364
H: -6.205065 -5.078806 -0.458227
H: -7.287379 -4.054592 1.446504
H: -6.909411 -2.797477 0.282794
C: 3.426847 5.770062 -1.023684
C: 3.397932 4.373720 -0.411496
C: 1.982597 3.796384 -0.295969
C: 1.146188 4.545587 0.641776
N: 0.489113 5.134159 1.378438
H: 2.899986 6.493333 -0.397572
H: 4.456966 6.112547 -1.130164
H: 2.965705 5.773593 -2.014380
H: 3.873752 4.399795 0.571614
H: 3.993851 3.711145 -1.032509
H: 2.045994 2.759632 0.046272
H: 1.504027 3.776050 -1.277822
C: 3.723847 0.423345 -4.357171
C: 2.984055 0.009314 -3.090391
C: 2.954104 1.099509 -2.016828
C: 4.281060 1.404054 -1.484321
N: 5.328457 1.638684 -1.074576
H: 4.779971 0.618444 -4.157867
H: 3.668192 -0.372003 -5.102360
H: 3.284443 1.324260 -4.792056
H: 3.437022 -0.896345 -2.684768
H: 1.954196 -0.241676 -3.355349
H: 2.314880 0.765066 -1.194178
H: 2.503684 2.010607 -2.417785
C: -6.888390 1.898249 1.119484
C: -6.397585 3.223435 0.546473
C: -5.640810 3.062375 -0.774662
C: -4.388175 2.326214 -0.607564
N: -3.406284 1.744713 -0.477172
H: -6.055637 1.239251 1.374212
H: -7.463939 2.071379 2.029727
H: -7.532332 1.377864 0.406800
H: -5.765167 3.724438 1.283319
H: -7.260113 3.871722 0.374515
H: -5.415399 4.051063 -1.180906
H: -6.270744 2.555608 -1.509042
C: 5.891571 -2.929843 -5.478895
C: 5.824699 -4.294813 -4.803895
C: 4.395724 -4.826244 -4.661717
C: 3.586630 -4.008352 -3.758549
N: 2.950943 -3.365718 -3.049133
H: 5.387309 -2.165294 -4.884760
H: 6.930198 -2.621133 -5.602684
H: 5.427756 -2.958209 -6.467571
H: 6.303452 -4.237361 -3.823712
H: 6.400846 -5.007796 -5.398068
H: 4.431142 -5.846737 -4.273338
H: 3.914701 -4.877795 -5.640923

Atoms 1-3, force components in eV/Å:
C -0.4 0.2 0.8
C 1.1 0.4 0.0
C 1.0 0.2 0.1

Mulliken atomic charge list, values in e, 6 entries:
1 C -1.19
2 C -0.47
3 C 1.88
4 C -1.53
5 N -0.16
6 C -0.47

No. 4
The following is a DFT calculation (the ωB97M-V functional and the def2-TZVPD basis) of a cluster of 8 separate species, C6H26NO8 in total.

- net charge = +1
- energy above the lowest of the compared OMol25 structures with the same formula, charge and spin (kcal per mole) = 64.74
- gap between HOMO and LUMO (eV) = 8.956
- total energy (Ha) = -900.55216

Cartesian coordinates (Å):
C: -1.698559 -1.425462 0.495941
O: -0.349162 -1.080730 0.034236
C: -2.633750 -0.318426 0.112652
C: -2.846360 -0.025226 -1.420741
C: -2.149434 1.086591 -2.097703
C: -2.786040 2.040756 -2.781591
C: 0.125300 1.424954 -2.837220
N: -0.732058 1.145125 -1.968337
H: -1.797414 -2.403075 0.036601
H: -1.657098 -1.596971 1.560101
H: 0.131540 -1.506886 0.758722
H: -3.624235 -0.247454 0.531664
H: -2.188489 0.589089 0.529774
H: -2.429951 -0.929734 -1.907193
H: -3.883252 -0.261611 -1.649091
H: -2.383646 2.826766 -3.400188
H: -3.819859 2.052147 -2.516285
H: -0.074237 2.082006 -3.684352
H: 1.173713 1.231591 -2.638069
H: -0.322501 0.758400 -1.092810
H: 2.122279 1.486127 2.598772
H: 1.997365 2.871143 3.299705
O: 2.470664 2.375228 2.574053
H: 1.461814 3.555171 -0.678754
H: 1.586744 4.730115 -1.440124
O: 1.017691 3.992306 -1.425563
H: 3.907556 -3.497988 -0.251566
H: 3.859520 -3.288864 1.438170
O: 3.393618 -3.307199 0.558285
H: 3.295190 -0.005451 -3.895413
H: 4.200002 -0.362108 -2.860657
O: 3.423537 0.212337 -2.939677
H: 2.970637 -1.065589 2.296384
H: 2.662374 -0.909981 3.743406
O: 2.332570 -0.673943 2.894222
H: 0.570171 -3.046618 2.307733
H: 0.966796 -1.524828 2.814964
O: 0.244346 -2.183932 2.653010
H: -2.360931 -1.231477 3.953185
H: -3.087960 -2.217905 2.968578
O: -3.088509 -1.348376 3.325157

Atoms 1-3, force components in eV/Å:
C 0.7 -0.4 -0.9
O -0.5 0.4 0.6
C 0.1 2.0 -0.9

Mulliken atomic charge list, values in e, 6 entries:
1 C -0.58
2 O -0.45
3 C -0.65
4 C -0.97
5 C 0.46
6 C -1.00

No. 5
The following is a DFT calculation (the ωB97M-V functional and the def2-TZVPD basis) of a structure of composition C28H25BrClHgN8O5Si.

- net charge = -2
- energy above the lowest of the compared OMol25 structures with the same formula, charge and spin (kcal per mole) = 0.00
- gap between HOMO and LUMO (alpha / beta) (eV) = 3.522 / 5.704
- 2S+1 = 2
- total energy (Ha) = -5373.45298

Cartesian coordinates (Å):
Hg: -0.085091 -0.589823 0.496306
C: 0.599102 2.282216 3.403186
C: 1.775053 1.862842 2.565760
C: 3.049422 2.337419 2.844770
C: 4.096075 1.907994 2.029554
C: 3.857531 1.054217 0.982004
C: 2.530434 0.606915 0.723761
N: 1.528063 1.033168 1.553374
N: 2.156528 -0.227467 -0.244421
Si: 2.989677 -0.488086 -1.721188
C: 3.522373 1.168326 -2.468508
C: 4.570931 -1.518161 -1.540395
C: 1.878023 -1.410345 -2.901563
H: 0.530620 3.371139 3.448423
H: 0.693015 1.907676 4.424154
H: -0.317667 1.890345 2.977540
H: 3.210278 3.018080 3.670435
H: 5.110038 2.238928 2.230685
H: 4.665378 0.692937 0.360807
H: 4.468786 1.518440 -2.047762
H: 2.767826 1.930401 -2.255066
H: 3.639262 1.100732 -3.553058
H: 5.345435 -1.016298 -0.953821
H: 4.988798 -1.738735 -2.527850
H: 4.346921 -2.470050 -1.050421
H: 0.824986 -1.260072 -2.640809
H: 2.082537 -2.485540 -2.889718
H: 2.015769 -1.067360 -3.930283
O: -4.126967 1.955440 4.840440
C: -4.331563 2.652588 3.740816
O: -5.129616 3.564214 3.706823
C: -3.535138 2.269617 2.536032
C: -3.559762 2.960815 1.336517
Cl: -4.321758 4.439209 0.953510
N: -2.721199 2.343798 0.471412
N: -2.142159 1.284412 1.050955
C: -2.604379 1.215601 2.279432
C: -2.081005 0.085191 3.134429
O: -2.490337 0.020938 4.318627
O: -1.265236 -0.691295 2.600280
C: -2.450716 2.578148 -0.914113
C: -1.176348 2.292302 -1.380567
C: -0.903901 2.416303 -2.731257
C: -1.891266 2.838063 -3.609348
C: -3.162791 3.116411 -3.131534
C: -3.455103 2.974073 -1.783353
H: -3.482370 1.182876 4.672612
H: -0.419546 1.935859 -0.695226
H: 0.074435 2.139639 -3.100297
H: -1.682319 2.904262 -4.668663
H: -3.949754 3.405300 -3.816810
H: -4.462700 3.125730 -1.427655
Br: -0.056811 -7.595283 1.191640
C: 0.017319 -5.704100 1.066625
C: -0.323057 -4.934775 2.164073
C: -0.241969 -3.556700 2.028565
N: 0.163393 -2.972473 0.905416
C: 0.452666 -3.725110 -0.151535
C: 0.400921 -5.111416 -0.118710
H: -0.654427 -5.382841 3.089260
H: -0.523825 -2.889513 2.835043
H: 0.717242 -3.196050 -1.058441
H: 0.627020 -5.694191 -0.998998
O: -1.041864 -0.964708 -1.402684
N: -1.594793 -2.229812 -1.415197
C: -1.797335 -2.633334 -2.731807
C: -2.287064 -3.936822 -2.946892
N: -2.692213 -5.014287 -3.120407
C: -1.499792 -1.866241 -3.875578
N: -1.234017 -1.251682 -4.829333

Atoms 1-3, force components in eV/Å:
Hg -0.1 0.1 -0.3
C 0.0 0.0 0.0
C 0.0 0.0 0.0

Mulliken atomic charge list, values in e, 6 entries:
1 Hg 2.94
2 C -1.08
3 C 0.45
4 C -0.87
5 C -0.50
6 C -0.71

> Look up the total energy of the fourth one.

-900.55216 Ha